No. 1
A cluster of 2 separate species, C2H10N2 in total at a distorted geometry. Source: the OMol25 dataset; level of theory: the ωB97M-V functional and the def2-TZVPD basis.

Calculated values
**SMILES**: CNC.N
**Energy above the lowest of the compared OMol25 structures with the same formula, charge and spin**: 43.37 kJ/mol
**Net charge**: 0
**LUMO energy**: 1.01 eV
**F_max**: 1.03 eV/Å

Last column: Löwdin charge in e.
Element x y z (Å)
N  -3.470  -0.060  -0.062  0.00
H  -3.904  -0.004  0.854  0.00
H  -3.477  0.879  -0.447  0.00
H  -2.469  -0.205  0.121  -0.01
C  1.305  1.037  -0.558  -0.16
N  0.627  -0.187  -0.137  -0.19
C  1.491  -1.045  0.681  -0.15
H  1.854  1.499  0.258  0.07
H  2.005  0.869  -1.391  0.07
H  0.570  1.712  -1.002  0.07
H  0.404  -0.696  -0.981  0.09
H  2.254  -1.521  0.054  0.08
H  0.866  -1.803  1.134  0.07
H  1.945  -0.474  1.476  0.07

---

No. 2
A cluster of 2 separate species, C2H10N2 in total. Source: the OMol25 dataset; level of theory: the ωB97M-V functional and the def2-TZVPD basis.

Calculated values
**SMILES**: CN.CN
**Energy above the lowest of the compared OMol25 structures with the same formula, charge and spin**: 51.54 kJ/mol
**Net charge**: 0
**LUMO energy**: 0.88 eV
**F_max**: 0.51 eV/Å

Last column: Löwdin charge in e.
Element x y z (Å)
C  0.935  0.690  -1.755  -0.20
N  -0.294  0.802  -2.534  -0.08
H  1.720  0.237  -2.366  0.07
H  1.261  1.700  -1.483  0.07
H  0.862  0.110  -0.820  0.04
H  -0.948  1.420  -2.066  0.05
H  -0.767  -0.087  -2.636  0.05
C  0.150  -0.253  2.324  -0.21
N  -0.855  -1.233  1.943  -0.07
H  0.874  -0.036  1.525  0.05
H  -0.321  0.682  2.608  0.07
H  0.718  -0.619  3.177  0.07
H  -0.411  -2.066  1.585  0.05
H  -1.477  -0.878  1.231  0.05